Record 1
# C7H8AsClN2O6ReS4

A molecular structure, C7H8AsClN2O6ReS4 (ωB97M-V/def2-TZVPD, OMol25).

Results
strongest force on any atom	0.018	hartree/bohr
orbital gap	4.9900	eV
HOMO level	-17.717	eV
ΔE to the lowest compared entry with this formula, charge and spin	22.15	kcal/mol
charge	+3

Each line ends with the Mulliken charge.
Cartesian coordinates (Å):
Re (-1.08, 0.85, -0.09)  0.968
S (-3.03, 4.13, 3.57)  0.019
As (-2.80, 2.78, 1.93)  0.770
S (-1.71, 2.96, -0.08)  -0.122
S (-2.09, 0.59, 1.85)  -0.104
S (-4.76, 3.47, 2.41)  0.023
O (4.98, -0.74, 0.47)  -0.156
Cl (4.33, -1.27, -0.64)  1.380
O (0.55, 0.80, 0.15)  -0.393
O (3.55, -2.42, -0.51)  -0.111
O (4.45, -0.65, -1.88)  -0.107
O (2.51, -2.03, -6.00)  -0.522
C (1.98, -3.21, -5.47)  -0.459
N (0.71, -2.86, -4.86)  -0.217
C (0.65, -2.24, -3.68)  0.563
O (1.59, -2.02, -2.93)  -0.634
C (-0.73, -1.81, -3.20)  -0.355
C (-1.98, -2.35, -3.50)  -0.073
C (-3.12, -1.88, -2.84)  -0.840
C (-3.00, -0.90, -1.88)  -0.070
N (-1.79, -0.37, -1.59)  0.034
C (-0.69, -0.81, -2.26)  0.173
H (3.23, -2.24, -6.62)  0.334
H (2.62, -3.64, -4.69)  0.305
H (1.78, -3.96, -6.23)  0.400
H (-0.09, -2.83, -5.47)  0.258
H (-2.08, -3.15, -4.22)  0.501
H (-4.09, -2.29, -3.06)  0.450
H (-3.85, -0.53, -1.32)  0.436
H (0.27, -0.37, -2.02)  0.549

Record 2
# C24H42F2I2N2O6P

A gas-phase ion, C24H42F2I2N2O6P (charge +1) at a distorted geometry (ωB97M-V/def2-TZVPD, OMol25).

Results
strongest force on any atom	0.202	hartree/bohr
SMILES	CCCCO[C@@]1(CCC)[C@@H](CCP(=O)(OCC)OCC)[C@](I)(N(C(=O)F)C(=O)F)C([C@@H](C)CCC)=[N+]1I
orbital gap	6.8308	eV
HOMO level	-11.887	eV
charge	+1

Each line ends with the Mulliken charge.
Cartesian coordinates (Å):
C (1.63, 4.33, 2.16)  -0.581
C (1.70, 4.20, 0.51)  -0.408
C (0.39, 3.43, -0.12)  0.460
C (0.86, 2.08, -0.99)  -0.432
O (1.74, 1.31, -0.12)  0.143
C (1.65, -0.14, -0.29)  0.291
C (2.83, -0.64, 0.79)  -0.728
C (4.35, -0.52, 0.21)  -0.514
C (4.94, 1.01, 0.09)  -0.821
C (0.34, -0.95, 0.37)  0.235
C (-1.01, -0.10, 0.73)  -0.938
C (-1.92, -0.75, 1.95)  -0.397
P (-3.20, 0.64, 2.45)  1.060
O (-3.58, 1.42, 1.10)  -0.744
O (-4.70, -0.01, 3.06)  -0.425
C (-4.50, -1.27, 3.80)  -0.146
C (-3.65, -0.89, 5.17)  -0.752
O (-2.48, 1.86, 3.50)  -0.366
C (-3.21, 3.14, 3.40)  -0.436
C (-2.55, 4.21, 2.34)  -0.535
C (0.23, -2.25, -0.68)  -0.676
I (-1.91, -2.67, -1.18)  0.178
N (0.79, -3.34, 0.19)  0.749
C (1.92, -4.11, -0.42)  0.285
O (1.87, -5.41, -0.82)  -0.466
F (3.29, -3.49, -0.61)  -0.220
C (-0.23, -4.17, 0.91)  0.367
O (-0.65, -3.70, 2.12)  -0.419
F (-0.81, -5.47, 0.49)  -0.191
C (1.02, -1.86, -2.10)  0.397
C (0.95, -2.60, -3.56)  0.222
C (0.66, -4.21, -3.55)  -1.324
C (-0.31, -1.91, -4.41)  -0.538
C (0.19, -0.97, -5.66)  -0.217
C (-0.87, 0.32, -5.70)  -0.887
N (1.76, -0.73, -1.72)  -0.332
I (3.04, 0.14, -3.15)  0.261
H (1.99, 3.34, 2.70)  0.177
H (2.31, 5.20, 2.56)  0.357
H (0.53, 4.57, 2.56)  -0.059
H (1.65, 5.32, 0.10)  0.359
H (2.73, 3.71, 0.21)  0.119
H (-0.27, 3.09, 0.80)  -0.700
H (-0.26, 4.17, -0.77)  0.484
H (1.38, 2.51, -1.96)  0.189
H (-0.11, 1.52, -1.35)  0.100
H (2.68, -1.74, 1.15)  0.240
H (2.75, 0.07, 1.73)  0.428
H (4.48, -1.17, -0.78)  0.182
H (5.05, -1.07, 1.01)  0.357
H (4.82, 1.62, 1.10)  0.226
H (6.11, 0.90, -0.12)  0.352
H (4.47, 1.62, -0.83)  0.135
H (0.54, -1.48, 1.41)  0.523
H (-1.67, 0.22, -0.21)  0.335
H (-0.63, 0.94, 1.17)  -0.140
H (-1.18, -0.97, 2.84)  0.342
H (-2.58, -1.66, 1.63)  0.220
H (-5.58, -1.65, 4.14)  0.355
H (-4.04, -2.15, 3.18)  0.112
H (-4.30, -1.27, 6.08)  0.320
H (-3.50, 0.28, 5.32)  0.234
H (-2.62, -1.45, 5.11)  0.211
H (-4.36, 2.96, 3.13)  0.320
H (-3.18, 3.64, 4.46)  0.397
H (-2.29, 3.72, 1.31)  0.106
H (-3.39, 5.02, 2.12)  0.351
H (-1.63, 4.81, 2.76)  0.074
H (1.89, -2.45, -4.25)  0.456
H (-0.23, -4.57, -2.88)  0.185
H (1.69, -4.75, -3.34)  0.330
H (0.37, -4.51, -4.67)  0.484
H (-0.90, -1.18, -3.67)  0.182
H (-1.05, -2.77, -4.76)  0.303
H (1.27, -0.55, -5.56)  0.080
H (0.08, -1.53, -6.70)  0.334
H (-0.59, 1.16, -4.92)  0.182
H (-1.91, -0.14, -5.32)  0.267
H (-1.08, 0.71, -6.79)  0.337

What is the orbital gap in the first record? 4.9900 eV

Number 1 is which compound? C7H8AsClN2O6ReS4